i:
ORCA calculation (ωB97M-V/def2-TZVPD) on the molecule C4H11NS.

orbital gap	9.88	eV
E_HOMO	-8.92	eV
structure (SMILES)	CN[C@@H](C)CS

ORCA input file:
```
! RIJCOSX wB97M-V def2-TZVPD def2/J DEFGRID3
* xyz 0 1
C 2.145 -0.726 0.141
N 0.936 -0.631 -0.671
C -0.238 -0.212 0.075
C -1.490 -0.455 -0.771
S -3.064 -0.480 0.128
C -0.187 1.245 0.580
H 2.524 0.186 0.634
H 2.949 -1.111 -0.498
H 1.990 -1.421 0.976
H 1.203 0.034 -1.392
H -0.331 -0.825 0.982
H -1.416 -1.438 -1.258
H -1.490 0.242 -1.617
H -3.054 0.819 0.480
H -1.087 1.497 1.131
H -0.031 1.944 -0.220
H 0.641 1.332 1.301
*
```


ii:
ORCA calculation (ωB97M-V/def2-TZVPD) on the molecule C4H11NS.

orbital gap	9.53	eV
E_HOMO	-8.94	eV
structure (SMILES)	C[C@H](N)CCS

ORCA input file:
```
! RIJCOSX wB97M-V def2-TZVPD def2/J DEFGRID3
* xyz 0 1
C 0.015 -1.423 -1.187
C 0.630 -0.031 -0.807
C -0.486 1.038 -0.402
C -0.843 1.110 1.077
H 0.873 -2.283 -1.421
H -0.448 -1.117 -2.264
H -0.709 -1.792 -0.402
H 0.916 0.197 -1.799
H 1.445 -0.434 1.126
H 2.622 -0.443 -0.007
H -1.434 0.732 -0.910
H -0.476 2.094 -0.840
H 0.068 1.410 1.676
H -1.686 1.850 1.179
H -0.962 -0.410 3.162
N 1.762 0.027 0.203
S -1.286 -0.525 1.617
*
```


Stability check: which of them is least stable? ii.


i:
ORCA calculation (ωB97M-V/def2-TZVPD) on the molecule C4H11NS.

orbital gap	10.05	eV
E_HOMO	-9.07	eV
structure (SMILES)	NCCCCS

ORCA input file:
```
! RIJCOSX wB97M-V def2-TZVPD def2/J DEFGRID3
* xyz 0 1
C -0.444 0.693 0.570
C 0.936 0.318 -0.141
C 0.835 -0.275 -1.678
S 2.057 0.526 -2.875
C -1.435 -0.496 0.847
N -0.875 -1.077 2.155
H -0.955 1.463 -0.194
H -0.371 1.115 1.590
H 1.709 -0.347 0.348
H 1.476 1.247 -0.314
H -0.277 -0.429 -1.963
H 1.187 -1.319 -1.654
H 1.645 1.820 -2.836
H -1.457 -1.375 0.023
H -2.435 0.019 0.825
H -1.628 -1.235 2.798
H 0.032 -0.648 2.502
*
```


ii:
ORCA calculation (ωB97M-V/def2-TZVPD) on the molecule C4H11NS.

orbital gap	9.96	eV
E_HOMO	-8.93	eV
structure (SMILES)	NCCCCS

ORCA input file:
```
! RIJCOSX wB97M-V def2-TZVPD def2/J DEFGRID3
* xyz 0 1
C -0.620 0.447 -0.512
C 0.650 -0.448 -0.696
C 1.793 0.031 0.161
S 3.035 1.367 -0.450
C -1.373 0.093 0.779
N -2.361 -0.964 0.634
H -0.204 1.465 -0.438
H -1.294 0.481 -1.369
H 0.522 -1.496 -0.448
H 0.991 -0.452 -1.738
H 1.442 0.669 0.984
H 2.403 -0.730 0.640
H 2.591 1.543 -1.711
H -0.823 -0.002 1.711
H -1.940 1.047 0.819
H -2.769 -1.268 1.504
H -2.043 -1.783 0.130
*
```


Stability check: which of them is least stable? i.


i:
ORCA calculation (ωB97M-V/def2-TZVPD) on a cluster of 2 separate species, C4H11NS in total.

orbital gap	9.39	eV
E_HOMO	-8.69	eV
structure (SMILES)	C/C=C/C.NS

ORCA input file:
```
! RIJCOSX wB97M-V def2-TZVPD def2/J DEFGRID3
* xyz 0 1
C -0.968 0.564 0.425
C -1.222 -0.483 -0.354
C -0.921 1.968 -0.083
C -1.373 -1.892 0.110
N 3.323 -0.136 0.043
S 1.585 -0.076 0.006
H -0.887 0.438 1.495
H -1.316 -0.334 -1.424
H -1.858 2.475 0.147
H -0.780 1.984 -1.162
H -0.114 2.526 0.386
H -2.306 -2.310 -0.267
H -1.371 -1.946 1.195
H -0.560 -2.509 -0.272
H 3.681 0.775 0.313
H 3.605 -0.804 0.754
H 1.482 -0.242 -1.313
*
```


ii:
ORCA calculation (ωB97M-V/def2-TZVPD) on the molecule C4H11NS.

orbital gap	9.48	eV
E_HOMO	-8.81	eV
structure (SMILES)	NCCCCS

ORCA input file:
```
! RIJCOSX wB97M-V def2-TZVPD def2/J DEFGRID3
* xyz 0 1
C -0.819 0.951 -0.541
C 0.178 0.009 -1.262
C 1.306 -0.676 -0.431
S 2.364 0.668 0.320
C -1.030 0.650 0.886
N -1.666 -0.698 1.365
H -0.488 2.019 -0.597
H -1.800 0.853 -1.031
H -0.504 -0.714 -1.785
H 0.842 0.411 -2.110
H 0.845 -1.389 0.248
H 2.062 -1.452 -0.878
H 3.430 -0.241 0.603
H -0.050 0.533 1.362
H -1.709 1.436 1.237
H -1.781 -1.240 0.489
H -1.181 -1.120 2.126
*
```


iii:
ORCA calculation (ωB97M-V/def2-TZVPD) on the molecule C4H11NS.

orbital gap	9.89	eV
E_HOMO	-9.10	eV
structure (SMILES)	CN[C@H](C)CS

ORCA input file:
```
! RIJCOSX wB97M-V def2-TZVPD def2/J DEFGRID3
* xyz 0 1
C 0.939 2.071 0.584
N 0.138 1.253 -0.337
C 0.143 -0.252 0.189
C -1.261 -0.715 -0.208
S -1.869 -2.499 -0.350
C 1.242 -1.053 -0.670
H 1.943 1.759 0.658
H 0.815 3.041 0.210
H 0.538 2.334 1.608
H -0.854 1.461 -0.058
H 0.138 -0.435 1.316
H -2.088 -0.229 0.372
H -1.325 -0.345 -1.216
H -2.965 -2.514 0.513
H 2.291 -0.751 -0.628
H 1.254 -2.033 -0.204
H 0.921 -1.095 -1.778
*
```


iv:
ORCA calculation (ωB97M-V/def2-TZVPD) on the molecule C4H11NS.

orbital gap	9.74	eV
E_HOMO	-8.80	eV
structure (SMILES)	C[C@@H](N)CCS

ORCA input file:
```
! RIJCOSX wB97M-V def2-TZVPD def2/J DEFGRID3
* xyz 0 1
C 0.706 -0.855 -1.726
C -0.035 -0.721 -0.375
C 0.252 0.669 0.274
C -0.624 1.083 1.390
S -0.826 2.994 1.419
N 0.181 -1.898 0.500
H 1.339 0.076 -1.896
H 0.012 -0.967 -2.561
H 1.406 -1.687 -1.558
H -1.170 -0.871 -0.647
H 1.281 0.681 0.506
H -0.041 1.410 -0.482
H -1.611 0.605 1.374
H -0.085 0.898 2.342
H -1.142 3.328 0.004
H 0.888 -2.118 1.121
H -0.532 -2.629 0.314
*
```


Stability check: which of them is least stable? iii.